Entry a
Below is a 2-piece molecular cluster, C3H4N2OS overall, with properties calculated with wB97M-V/def2-TZVPD.

Structure (XYZ):
```
11
Properties=species:S:1:pos:R:3:nbo_charge:R:1
S -0.73139 2.14460 -0.01951 -0.027
O 0.08762 -0.66673 2.10468 -0.516
N -1.20953 -1.54215 0.36215 -0.771
N 1.38095 -0.36684 -2.08182 -0.608
C 0.74632 0.97545 -0.07630 -0.561
C 0.92701 0.35449 -1.20596 0.410
C -0.56409 -0.99576 1.19796 0.873
H -2.06842 -1.23993 0.05796 0.411
H 1.59739 1.02157 0.61235 0.270
H -1.23783 1.66709 1.17689 0.128
H 1.07197 -1.35179 -2.12839 0.392
```

Its HOMO energy is -8.94 eV. The gap between HOMO and LUMO comes out at 9.35 eV. Its SMILES is N=C=CS.N=C=O.



Entry b
Below is a 2-piece molecular cluster, C3H4N2OS overall, with properties calculated with wB97M-V/def2-TZVPD.

Structure (XYZ):
```
11
Properties=species:S:1:pos:R:3:nbo_charge:R:1
S 1.97010 0.15173 1.46952 0.079
O -0.88561 -0.51798 -1.05821 -0.473
N -0.59487 -1.74808 0.89100 -0.605
N 0.15589 0.60669 0.82857 -0.484
C -0.48742 0.68284 -1.35108 0.152
C -0.37631 -0.68981 0.30362 0.581
C 0.32246 1.38199 -0.41481 -0.223
H -0.90824 -2.56193 -0.24854 0.361
H 1.53483 -1.01097 2.09906 0.153
H 0.31337 2.59478 -0.28196 0.248
H -1.04420 1.11074 -2.23718 0.211
```

Its HOMO energy is -8.65 eV. The gap between HOMO and LUMO comes out at 8.50 eV.



Most stable: entry a



Entry a
Below is a single C3H4N2OS molecule, with properties calculated with wB97M-V/def2-TZVPD.

Structure (XYZ):
```
11
Properties=species:S:1:pos:R:3:nbo_charge:R:1
S -2.63524 0.42315 0.05545 0.976
O -2.89307 -1.04672 -0.02111 -0.993
N 1.62365 0.88634 0.06061 -0.546
N -0.14542 -0.51184 0.06417 -0.607
C -0.96257 0.53920 0.09057 -0.253
C 1.57473 2.03604 -0.05874 0.327
C 1.28887 -0.46721 0.07149 -0.049
H 1.84874 -1.00201 1.00146 0.227
H -0.65635 1.61905 -0.16210 0.245
H -0.61181 -1.46124 -0.15378 0.449
H 1.56845 -1.01476 -0.94802 0.225
```

Its HOMO energy is -8.19 eV. The gap between HOMO and LUMO comes out at 8.52 eV.



Entry b
Below is C3H4N2OS as an isolated structure, with properties calculated with wB97M-V/def2-TZVPD.

Structure (XYZ):
```
11
Properties=species:S:1:pos:R:3:nbo_charge:R:1
S 2.89433 -0.47033 -0.21359 0.061
O 0.22927 -1.07516 -0.39127 -0.413
N -2.16083 -0.87616 -0.25323 -0.791
N -0.83001 0.87907 -0.12642 -0.523
C 1.24405 -0.10446 -0.22199 -0.046
C 0.54895 1.10141 -0.23661 -0.059
C -0.88446 -0.36450 -0.16883 0.610
H -2.71068 0.30883 -0.03771 0.415
H 3.21866 0.00426 1.34614 0.157
H -2.51525 -1.45457 0.89877 0.365
H 0.96599 2.05162 -0.59525 0.224
```

Its HOMO energy is -8.68 eV. The gap between HOMO and LUMO comes out at 8.48 eV.



Most stable: entry a



Entry a
Below is C5H11NO2 as an isolated structure, with properties calculated with wB97M-V/def2-TZVPD.

Structure (XYZ):
```
19
Properties=species:S:1:pos:R:3:nbo_charge:R:1
O 0.80277 1.72567 0.55352 -0.714
O -0.21374 0.41901 -1.32245 -0.710
N 0.98524 -0.82078 1.74431 -0.590
C -1.72873 0.15079 -0.51474 0.007
C 1.56913 -1.81484 -0.37066 -0.678
C 1.22107 -0.65578 0.51059 0.210
C -1.88020 1.03563 0.62618 -0.783
C 1.15413 0.72318 -0.14633 0.386
H -0.28598 1.30354 -1.70829 0.489
H -2.38585 0.31119 -1.36686 0.196
H -2.44352 1.94068 0.40886 0.217
H 1.55819 -2.73737 0.20630 0.237
H 0.85985 -1.89927 -1.19585 0.228
H -0.76198 1.42210 0.85059 0.342
H 0.81669 0.08095 2.19961 0.353
H 2.55927 -1.66572 -0.80962 0.224
H -2.22868 0.52086 1.51863 0.239
H -1.55345 -0.89647 -0.29172 0.207
H 1.95580 0.85663 -0.89208 0.139
```

Its HOMO energy is -9.00 eV. The gap between HOMO and LUMO comes out at 9.50 eV.



Entry b
Below is a single C5H11NO2 molecule, with properties calculated with wB97M-V/def2-TZVPD.

Structure (XYZ):
```
19
Properties=species:S:1:pos:R:3:nbo_charge:R:1
O 0.33496 1.32065 -3.94424 -0.510
O 0.32440 -0.86297 3.09775 -0.721
N -0.55062 -1.64579 0.29719 -0.835
C 0.16272 -0.41415 0.66290 -0.082
C 0.15427 0.29026 -1.78700 -0.518
C -0.10750 0.73191 -0.32307 -0.396
C 0.26474 1.45040 -2.75049 0.450
C -0.11366 0.03347 2.07331 -0.072
H 1.20694 -0.66575 0.51048 0.186
H 0.29657 2.43676 -2.27595 0.096
H -1.17090 0.99982 -0.27358 0.201
H -0.66274 -0.36577 -2.06398 0.250
H -0.03921 -2.44206 0.67223 0.356
H 1.09028 -0.26143 -1.83813 0.229
H -1.18795 0.16775 2.21093 0.160
H 0.30698 1.00722 2.34876 0.179
H 0.51138 1.57981 -0.03236 0.207
H -1.48126 -1.67518 0.69784 0.359
H 0.66059 -1.68493 2.71740 0.461
```

Its HOMO energy is -9.83 eV. The gap between HOMO and LUMO comes out at 10.51 eV. Its SMILES is N[C@H](CO)CCC=O.



Entry c
Below is a single C5H11NO2 molecule, with properties calculated with wB97M-V/def2-TZVPD.

Structure (XYZ):
```
19
Properties=species:S:1:pos:R:3:nbo_charge:R:1
O -1.93589 1.27429 -0.11650 -0.692
O -0.60520 -0.28033 -1.27104 -0.552
N -2.62793 -0.92820 -0.20542 -0.854
C 0.99090 1.05433 -0.13397 -0.250
C 0.97949 -1.42264 0.19491 -0.683
C 2.18816 1.25252 0.74058 -0.648
C 0.45219 -0.13637 -0.38263 0.284
C -1.91386 0.12627 -0.86856 0.505
H 0.80687 -1.46572 1.27188 0.215
H -2.11803 -1.26271 0.60537 0.351
H 2.05119 -1.50201 0.02518 0.224
H 2.33486 2.30786 0.95245 0.220
H -2.42963 0.35542 -1.80959 0.161
H 3.08466 0.87498 0.24703 0.216
H 0.48683 -2.26849 -0.27793 0.230
H -1.60431 1.08414 0.77255 0.471
H 0.56450 1.92901 -0.60106 0.221
H -2.78762 -1.71018 -0.82736 0.370
H 2.08284 0.71782 1.68409 0.210
```

Its HOMO energy is -8.73 eV. The gap between HOMO and LUMO comes out at 9.53 eV. Its SMILES is C/C=C(\C)O[C@@H](N)O.



Entry d
Below is a single C5H11NO2 molecule, with properties calculated with wB97M-V/def2-TZVPD.

Structure (XYZ):
```
19
Properties=species:S:1:pos:R:3:nbo_charge:R:1
O 1.91697 0.56792 0.55119 -0.472
O -1.39851 -0.51801 -0.60112 -0.610
N 2.95084 0.50516 -0.38423 -0.504
C -2.57470 -0.38195 0.14920 -0.248
C 0.86193 -1.87282 0.36011 -0.687
C -0.45551 1.94995 -0.13884 -0.684
C -0.14973 0.51659 -0.17165 0.295
C 0.57772 -0.43418 0.27149 0.291
H 0.37305 2.48128 0.32550 0.266
H 1.24724 -2.26769 -0.58189 0.237
H -1.35986 2.14685 0.43691 0.238
H -0.61569 2.32288 -1.15163 0.236
H 2.65091 0.93834 -1.25731 0.322
H -0.07003 -2.39141 0.57936 0.255
H -2.44764 -0.68286 1.19919 0.155
H -2.96836 0.64458 0.14106 0.155
H 3.20482 -0.46492 -0.56696 0.322
H -3.34034 -1.01690 -0.30774 0.190
H 1.59690 -2.04279 1.14736 0.243
```

Its HOMO energy is -8.64 eV. The gap between HOMO and LUMO comes out at 9.51 eV. Its SMILES is CO/C(C)=C(\C)ON.



Most stable: entry b



Entry a
Below is a single C5H11NO2 molecule, with properties calculated with wB97M-V/def2-TZVPD.

Structure (XYZ):
```
19
Properties=species:S:1:pos:R:3:nbo_charge:R:1
O -1.94931 -0.24418 1.49994 -0.522
O 0.57521 -0.05154 -0.92410 -0.411
N 1.34920 -0.21404 0.24510 -0.302
C -0.73462 -2.04505 -0.36807 -0.659
C 2.64893 0.37000 0.00338 -0.430
C -1.23081 0.32741 0.71032 0.494
C -1.44508 1.78632 0.35880 -0.732
C -0.69058 -0.57556 -0.71340 0.051
H -1.28862 -0.28842 -1.58018 0.205
H -0.60855 2.14903 -0.23854 0.227
H -2.37047 1.87707 -0.21745 0.247
H 2.63143 1.42826 -0.30846 0.179
H -0.17071 -2.24466 0.53645 0.235
H 3.14226 -0.19339 -0.78536 0.216
H -1.76739 -2.34578 -0.21607 0.226
H 3.23570 0.23953 0.91142 0.213
H -0.27016 -2.62568 -1.16620 0.218
H 0.53289 0.28409 0.97905 0.312
H -1.58932 2.36658 1.27338 0.233
```

Its HOMO energy is -8.59 eV. The gap between HOMO and LUMO comes out at 8.84 eV. Its SMILES is CNO[C@@H](C)C(C)=O.



Entry b
Below is a 3-piece molecular cluster, C5H11NO2 overall, with properties calculated with wB97M-V/def2-TZVPD.

Structure (XYZ):
```
19
Properties=species:S:1:pos:R:3:nbo_charge:R:1
O 1.76618 1.84925 -0.77492 -0.732
O -0.76055 -0.77996 -0.65817 -0.551
N 2.18457 -0.13189 0.47638 -0.512
C -1.12864 1.57841 -0.30158 -0.491
C 1.70670 -1.03717 1.27467 0.001
C 1.35728 0.68976 -0.69796 0.365
C -2.12995 -0.98762 -0.97947 -0.253
C -0.36453 0.48033 -0.30033 0.167
H -2.42876 -0.38284 -1.84039 0.183
H -0.64891 2.51225 -0.04596 0.236
H 0.24774 -0.24317 1.97743 -0.056
H 2.21267 -1.28152 2.20341 0.208
H -2.19515 1.58693 -0.47839 0.202
H 1.05062 -1.78703 0.85101 0.215
H -2.22733 -2.04230 -1.22995 0.197
H -2.77294 -0.74696 -0.12571 0.178
H 2.86059 0.52312 0.86152 0.401
H -0.11725 0.21258 1.33879 0.122
H 1.38767 -0.01219 -1.55038 0.119
```

Its HOMO energy is -8.22 eV. The gap between HOMO and LUMO comes out at 8.17 eV.



Entry c
Below is a 3-piece molecular cluster, C5H11NO2 overall, with properties calculated with wB97M-V/def2-TZVPD.

Structure (XYZ):
```
19
Properties=species:S:1:pos:R:3:nbo_charge:R:1
O 3.06395 0.09736 -0.22329 -0.952
O -3.06361 -0.17247 -0.14515 -0.945
N -0.02906 -1.22223 -1.25435 -0.483
C -0.16799 0.86428 -0.61309 -0.363
C 0.14090 0.04656 0.52044 -0.129
C -0.35717 0.01865 -1.69421 -0.043
C 0.19336 -1.27617 0.08758 -0.081
C 0.35272 0.50329 1.94001 -0.634
H -0.56419 0.66653 2.50933 0.219
H -0.05570 -2.03168 -1.85973 0.413
H 2.14068 0.01762 0.05644 0.477
H 0.25082 -2.19970 0.63020 0.226
H 0.96735 1.40357 1.92889 0.221
H -0.66721 0.14098 -2.71531 0.221
H -2.26400 0.34695 0.02756 0.478
H 0.93658 -0.26900 2.44535 0.220
H 3.02006 0.65205 -0.99795 0.463
H -3.74717 0.47198 0.03293 0.461
H -0.15031 1.94143 -0.67563 0.231
```

Its HOMO energy is -8.63 eV. The gap between HOMO and LUMO comes out at 9.44 eV. Its SMILES is Cc1cc[nH]c1.O.O.



Entry d
Below is a 2-piece molecular cluster, C5H11NO2 overall, with properties calculated with wB97M-V/def2-TZVPD.

Structure (XYZ):
```
19
Properties=species:S:1:pos:R:3:nbo_charge:R:1
O -1.55852 0.61407 0.46733 -0.598
O 0.11056 -1.12456 0.65744 -0.647
N 0.55585 2.33639 -0.32225 -0.806
C -0.88318 -0.14984 -0.17542 0.812
C -1.30025 -0.97119 -1.36291 -0.712
C 0.04039 -1.02531 2.06871 -0.264
C 0.72970 1.07722 -0.94575 -0.151
C 1.58680 0.12456 -0.42722 -0.233
H -0.36609 2.71053 -0.52013 0.371
H 0.56779 1.09653 -2.01849 0.211
H -0.42164 -1.28773 -1.92309 0.230
H -1.95412 -0.38114 -2.00466 0.229
H 0.98207 -0.62650 2.46275 0.158
H -0.76577 -0.36321 2.39892 0.195
H 2.09052 0.26767 0.52017 0.199
H -1.81916 -1.85988 -1.00298 0.252
H 0.59556 2.24510 0.68684 0.364
H 1.95808 -0.67005 -1.05442 0.211
H -0.14860 -2.01265 2.49515 0.181
```

Its HOMO energy is -7.96 eV. The gap between HOMO and LUMO comes out at 8.46 eV. Its SMILES is COC(C)=O.C=CN.



Most stable: entry c



Entry a
Below is a single C5H11NO2 molecule, with properties calculated with wB97M-V/def2-TZVPD.

Structure (XYZ):
```
19
Properties=species:S:1:pos:R:3:nbo_charge:R:1
O 0.41995 -2.39727 -0.15126 -0.638
O -0.99653 0.76003 0.16409 -0.568
N 1.57380 -0.73302 -1.08041 -0.626
C 0.83603 -0.50218 1.28735 -0.523
C 1.50810 0.60158 -1.54478 -0.434
C -2.43302 0.71226 0.07235 -0.257
C -0.54651 0.00591 1.28752 -0.048
C 0.97660 -1.28871 0.00225 0.692
H -2.75287 1.04706 -0.92945 0.191
H -2.77444 -0.30632 0.12540 0.188
H 1.48213 0.35045 1.18348 0.212
H 0.65713 1.25012 -1.22281 0.236
H -1.31209 -0.83700 1.29666 0.181
H -2.78081 1.49603 0.72725 0.184
H 1.59420 -1.45777 -1.78417 0.400
H 1.66748 0.61744 -2.62940 0.215
H 1.08952 -1.09270 2.12451 0.253
H 2.41043 1.17668 -1.13348 0.176
H -0.61909 0.59743 2.20486 0.168
```

Its HOMO energy is -9.12 eV. The gap between HOMO and LUMO comes out at 10.07 eV. Its SMILES is CNC(=O)CCOC.



Entry b
Below is a 2-piece molecular cluster, C5H11NO2 overall, with properties calculated with wB97M-V/def2-TZVPD.

Structure (XYZ):
```
19
Properties=species:S:1:pos:R:3:nbo_charge:R:1
O 1.18658 2.94347 -1.18871 -0.940
O 2.05522 -1.20197 -1.76682 -0.520
N -1.70041 1.88149 0.65117 -0.806
C -0.70930 -0.27226 0.98083 -0.276
C -0.46690 -1.74601 0.75504 -0.435
C 0.99636 -2.05251 0.38618 -0.513
C -1.43073 0.54376 0.15400 -0.004
C 1.13115 -1.69976 -1.13976 0.463
H 1.44466 3.56886 -1.87373 0.473
H 1.08509 -3.16458 0.43255 0.233
H -0.18790 0.18273 1.88706 0.200
H -1.04889 -2.16609 -0.04739 0.212
H 1.88080 -1.48267 0.88001 0.240
H -1.97098 0.51518 -0.76202 0.206
H -0.84985 -2.21779 1.67741 0.221
H 1.21108 3.43283 -0.33410 0.468
H 0.05034 -1.80939 -1.72368 0.072
H -1.74586 2.51236 -0.13579 0.356
H -0.93048 2.23235 1.16774 0.349
```

Its HOMO energy is -8.29 eV. The gap between HOMO and LUMO comes out at 8.93 eV. Its SMILES is N/C=C/CCC=O.O.



Most stable: entry a